Entry 1:
Below is C65H152As6F36N4O3P2 as an isolated structure in a non-equilibrium geometry, with properties calculated with ωB97M-V with the def2-TZVPD basis set.

The geometry in XYZ format:
```
268
Properties=species:S:1:pos:R:3
C 12.07277 -24.22730 16.98866
C 11.39084 -25.50545 17.55502
C 10.54459 -25.19391 18.79289
C 9.31513 -24.17796 18.57539
P 8.31526 -23.63621 19.97971
C 9.42749 -22.99023 21.30282
C 8.68898 -22.09892 22.37569
C 9.56677 -20.93353 22.87467
C 10.87374 -21.36491 23.47647
C 7.22231 -25.05102 20.58914
C 6.67425 -24.89046 21.98118
C 5.28811 -24.19160 22.10453
C 4.26400 -24.82526 21.15820
C 7.22619 -22.28903 19.34430
C 6.80461 -22.40752 17.85176
C 7.71119 -21.49063 16.94577
C 7.85546 -22.18169 15.56024
H 12.65976 -24.49356 16.10966
H 12.83344 -23.79896 17.64135
H 11.37251 -23.46603 16.64486
H 12.17710 -26.25609 17.63524
H 10.76624 -25.90714 16.75714
H 11.20517 -24.66567 19.48042
H 10.26281 -26.04380 19.41449
H 8.69784 -24.53663 17.75173
H 9.77754 -23.27653 18.17327
H 10.10034 -22.38474 20.69556
H 10.00437 -23.83081 21.68849
H 8.36435 -22.72228 23.20883
H 7.75619 -21.69242 21.98485
H 9.04798 -20.22628 23.52180
H 10.00827 -20.41517 22.02351
H 10.87556 -22.26933 24.08484
H 11.37427 -20.57113 24.03098
H 11.43272 -21.71524 22.60876
H 7.78093 -25.98094 20.69538
H 6.52315 -25.22988 19.77226
H 7.45402 -24.62071 22.69343
H 6.39338 -25.84686 22.42222
H 5.46068 -23.12577 21.95516
H 4.90049 -24.28669 23.11883
H 3.29345 -24.39115 21.39837
H 4.22085 -25.90785 21.27753
H 4.41221 -24.56753 20.10953
H 7.67072 -21.30933 19.51951
H 6.37837 -22.17851 20.02037
H 5.78910 -22.01211 17.82944
H 6.86779 -23.43971 17.50724
H 8.69619 -21.39474 17.40259
H 7.33614 -20.48482 16.75660
H 6.89526 -22.21085 15.04521
H 8.03625 -23.25616 15.59065
H 8.70407 -21.76517 15.01757
C 17.16516 -8.33681 5.39158
C 16.36303 -9.06078 4.30857
C 16.35849 -10.55111 4.48652
C 15.80658 -11.24244 3.23860
P 15.66144 -13.08703 3.51106
C 14.15283 -13.48234 4.36080
C 13.90370 -12.79525 5.66311
C 12.86628 -13.27341 6.56813
C 12.99414 -14.77282 7.09381
C 15.43453 -13.82785 1.85648
C 15.38965 -15.38812 1.74508
C 15.70865 -15.87895 0.26536
C 16.11543 -17.33014 0.19618
C 16.96594 -13.93434 4.52031
C 18.43653 -13.57902 4.05919
C 19.53845 -14.33355 4.85907
C 19.80750 -15.67784 4.23035
H 16.92395 -7.27846 5.29250
H 18.24511 -8.29423 5.25019
H 16.83880 -8.69929 6.36636
H 16.95530 -8.93188 3.40264
H 15.35694 -8.67346 4.14780
H 15.71275 -10.72518 5.34722
H 17.30588 -10.99186 4.79685
H 16.52051 -11.09671 2.42795
H 14.81698 -10.96944 2.87217
H 14.26433 -14.55864 4.49214
H 13.28903 -13.37645 3.70450
H 13.69409 -11.76625 5.37101
H 14.90112 -12.70269 6.09286
H 11.88704 -13.04545 6.14715
H 12.92774 -12.67165 7.47489
H 12.13037 -15.23498 7.57173
H 13.90525 -14.90978 7.67625
H 13.19446 -15.38400 6.21379
H 16.31648 -13.50449 1.30356
H 14.55053 -13.37036 1.41223
H 14.38129 -15.77978 1.87897
H 16.02137 -15.89847 2.47211
H 16.64271 -15.38068 0.00584
H 14.85658 -15.67941 -0.38445
H 15.21185 -17.93970 0.20530
H 16.65454 -17.61699 1.09905
H 16.76208 -17.53953 -0.65593
H 16.80613 -15.01100 4.46233
H 16.82871 -13.58840 5.54481
H 18.56376 -12.49902 4.13356
H 18.51169 -13.88693 3.01629
H 19.41206 -14.41982 5.93827
H 20.40049 -13.70412 4.63816
H 20.63293 -16.18964 4.72515
H 20.02776 -15.51006 3.17610
H 18.88799 -16.25994 4.16903
C 3.41446 -27.51878 8.97809
C 4.42549 -26.50161 8.35224
N 3.71653 -25.19409 7.86596
C 3.22150 -24.36636 9.07490
C 4.86495 -24.43566 7.03408
C 6.17477 -24.12812 7.72213
C 2.50975 -25.48408 6.87750
C 1.60559 -24.17509 6.50975
O 2.32542 -23.11386 5.87513
C 1.65853 -22.41477 4.88808
H 2.93070 -27.20442 9.90288
H 3.94934 -28.34943 9.43855
H 2.75360 -27.98865 8.24967
H 4.92961 -26.87560 7.46112
H 5.21841 -26.26527 9.06183
H 4.03843 -24.26476 9.78932
H 2.30900 -24.83182 9.44746
H 2.91343 -23.45712 8.55869
H 4.34314 -23.48977 6.88875
H 4.97834 -25.09365 6.17252
H 6.86882 -23.55838 7.10423
H 6.71416 -25.02724 8.02004
H 6.10985 -23.60093 8.67395
H 1.92646 -26.32987 7.24153
H 2.97587 -25.85088 5.96301
H 0.97928 -23.81363 7.32534
H 0.91358 -24.51223 5.73802
H 0.61706 -22.52996 5.18836
H 1.79422 -22.85577 3.90055
H 1.94300 -21.36259 4.89831
C 10.35005 -20.26388 3.00637
C 9.64494 -21.68513 3.31214
N 9.56095 -22.15282 4.76715
C 8.65477 -21.25916 5.59410
C 9.12342 -23.59315 4.82924
C 7.64711 -23.76189 4.42011
C 11.09713 -22.08027 5.34046
C 11.29088 -22.90792 6.62370
O 10.40711 -22.45187 7.62893
C 10.36723 -23.22922 8.78345
H 11.42016 -20.38192 3.17677
H 9.82996 -19.50686 3.59333
H 10.27483 -20.05153 1.93991
H 10.25775 -22.46487 2.85984
H 8.68003 -21.81214 2.82130
H 7.79393 -21.06722 4.95362
H 9.17941 -20.30666 5.66882
H 8.34022 -21.66886 6.55395
H 9.14524 -24.05337 5.81707
H 9.70583 -24.20453 4.13995
H 6.88314 -23.16274 4.91556
H 7.39694 -24.72805 4.85833
H 7.47523 -23.84373 3.34686
H 11.39496 -21.08798 5.67921
H 11.76475 -22.38067 4.53290
H 12.27529 -22.69442 7.04019
H 11.39627 -23.98912 6.53429
H 10.13923 -24.28424 8.63168
H 9.62176 -22.90843 9.51111
H 11.34375 -23.14453 9.26025
C 5.26632 -20.82225 8.31493
C 6.74976 -20.53304 8.82527
N 6.78125 -19.68885 10.17878
C 6.06404 -18.30075 9.93163
C 5.89029 -20.38886 11.23805
C 5.84410 -19.77033 12.62004
C 8.18372 -19.52807 10.77625
C 9.16587 -18.63332 9.89697
O 9.49475 -19.19365 8.58540
C 10.02357 -18.22563 7.65413
H 4.64092 -19.94221 8.46500
H 4.83314 -21.68043 8.82872
H 5.21936 -21.09721 7.26122
H 7.23400 -19.95199 8.04042
H 7.32715 -21.45567 8.88423
H 4.97881 -18.34527 9.83999
H 6.46716 -17.81961 9.04051
H 6.30525 -17.62539 10.75249
H 6.12513 -21.44645 11.35827
H 4.87730 -20.45740 10.84151
H 6.67322 -19.87109 13.32040
H 4.88944 -20.07175 13.05117
H 5.54621 -18.72411 12.55083
H 8.55154 -20.54776 10.89043
H 8.02138 -18.99669 11.71401
H 10.11774 -18.53466 10.41880
H 8.71192 -17.64904 9.78199
H 9.26261 -17.51400 7.33379
H 10.35037 -18.78248 6.77594
H 10.88206 -17.65523 8.00873
C 8.57898 -16.51935 3.77716
C 9.83266 -15.76298 3.23315
C 9.82270 -15.60822 1.70632
C 10.93191 -14.77301 1.19979
N 10.92720 -14.63059 -0.35423
C 10.84118 -15.99284 -1.13513
C 11.40926 -15.70219 -2.50080
C 12.37910 -14.50353 -2.35973
C 12.28189 -14.09551 -0.87529
C 9.76522 -13.58271 -0.71903
H 8.33026 -17.35640 3.12479
H 7.72006 -15.87167 3.95290
H 8.80743 -16.99440 4.73122
H 10.58380 -16.49564 3.52828
H 9.97534 -14.87835 3.85377
H 8.78007 -15.33367 1.54616
H 9.85051 -16.58214 1.21765
H 11.93316 -15.03117 1.54470
H 10.95482 -13.73454 1.53016
H 9.83091 -16.39758 -1.07486
H 11.57190 -16.60379 -0.60514
H 10.55640 -15.52767 -3.15675
H 11.99785 -16.55364 -2.84242
H 12.11889 -13.66041 -2.99968
H 13.40084 -14.79445 -2.60369
H 12.38278 -13.02597 -0.69084
H 13.01568 -14.50789 -0.18276
H 10.07813 -12.61735 -0.32119
H 8.89023 -13.98975 -0.21227
H 9.41245 -13.47333 -1.74455
As 1.41073 -21.27389 10.81103
F 0.59137 -22.54758 11.89948
F 0.94577 -22.19544 9.36918
F 2.23212 -20.14074 9.68863
F 1.89438 -20.29236 12.27469
F 3.05336 -22.05644 10.92765
F -0.09073 -20.35391 10.76984
As 5.20236 -17.48115 5.59103
F 6.69415 -18.34486 6.10861
F 5.69864 -17.61479 3.85632
F 3.79552 -16.46321 5.01696
F 4.73965 -17.32817 7.35000
F 6.05285 -15.87269 5.63570
F 4.28693 -19.07030 5.37794
As 2.88740 -16.59856 13.47336
F 2.30318 -15.76821 14.95369
F 4.64162 -16.17753 13.79644
F 3.39631 -17.57867 12.01485
F 1.16994 -16.89973 13.10267
F 2.82380 -15.12154 12.46004
F 2.98886 -18.13982 14.43461
As 13.39251 -18.19309 4.15955
F 13.07115 -18.40387 2.45980
F 15.17803 -18.00806 3.74812
F 13.72812 -17.95675 5.96174
F 11.66452 -18.49441 4.45251
F 13.77288 -19.92516 4.39054
F 13.07335 -16.37978 3.93535
As 8.56633 -15.35187 12.28080
F 7.20176 -14.37145 12.91402
F 7.94694 -15.37466 10.57805
F 9.91393 -16.39249 11.76525
F 9.33132 -15.26689 13.94945
F 7.71343 -16.90671 12.73057
F 9.42814 -13.84599 11.88802
As 7.67569 -24.71277 12.30674
F 6.37488 -25.41091 11.32809
F 7.50301 -26.13377 13.44669
F 8.97087 -24.07687 13.41649
F 8.04076 -23.26245 11.26384
F 6.42014 -23.75017 13.33669
F 8.82653 -25.70653 11.35603
```

Results
⟨S²⟩ ... 0.75
Total charge ... +1
Multiplicity ... 2

Atom charges from the Löwdin analysis, given in e for atoms 1 to 4:
1. C -0.1023
2. C -0.2373
3. C -0.2120
4. C -0.2535

Entry 2:
Below is a 10-piece molecular cluster, C10H40O10 overall, with properties calculated with ωB97M-V with the def2-TZVPD basis set.

The geometry in XYZ format:
```
60
Properties=species:S:1:pos:R:3
C 1.11177 -3.63577 1.08518
O 1.42435 -4.15629 2.37334
H 0.07354 -3.85488 0.81570
H 1.24086 -2.54630 1.06303
H 1.80655 -4.07840 0.37635
H 0.83761 -3.74220 3.01957
C -3.72786 -0.27542 0.82020
O -2.68390 0.64876 0.55880
H -3.32307 -1.08351 1.42643
H -4.55919 0.17621 1.36775
H -4.11658 -0.71726 -0.10192
H -3.03449 1.38966 0.05748
C 3.93049 -2.06061 -1.43510
O 3.40885 -3.33071 -1.78853
H 4.98398 -2.13024 -1.15522
H 3.78001 -1.33176 -2.23491
H 3.37326 -1.70022 -0.57097
H 3.81357 -3.60182 -2.61653
C -1.57835 2.34549 3.43344
O -1.21892 3.05571 4.60330
H -1.78854 3.01064 2.58777
H -0.75299 1.68766 3.17795
H -2.48329 1.73973 3.58318
H -1.94718 3.63483 4.84142
C -2.07112 -2.81816 -1.17565
O -1.59040 -3.26607 -2.42587
H -3.14460 -2.67429 -1.27321
H -1.88560 -3.54890 -0.38024
H -1.60045 -1.87831 -0.85922
H -0.64689 -3.43464 -2.34557
C -1.84756 0.61216 -3.21572
O -2.23775 1.14387 -4.46970
H -1.03800 1.18951 -2.76423
H -2.71303 0.63926 -2.54973
H -1.53478 -0.42955 -3.32583
H -1.57631 1.76567 -4.77724
C 1.11925 4.88776 -1.16153
O 0.67181 5.82388 -0.18593
H 0.37103 4.85833 -1.95648
H 2.07482 5.17735 -1.59541
H 1.18309 3.88423 -0.73537
H 1.43953 6.19301 0.25614
C -0.40455 -1.65025 4.12123
O -0.10712 -2.98450 4.54639
H 0.38499 -1.33920 3.44523
H -1.36774 -1.60272 3.60051
H -0.46302 -0.94626 4.95691
H -0.77648 -3.27329 5.17077
C 2.67053 1.62045 -2.91461
O 3.34982 2.65206 -2.20678
H 2.52733 1.86332 -3.96983
H 3.26869 0.70733 -2.89946
H 1.70825 1.40669 -2.44846
H 3.49033 3.39020 -2.80305
C 0.65372 0.52705 -0.03160
O -0.01321 -0.13864 1.04780
H 1.20293 -0.21767 -0.61208
H -0.07498 1.02113 -0.67719
H 1.34756 1.27221 0.36230
H -0.94055 0.12369 0.96501
```

Results
Multiplicity ... 1
ΔE to the lowest compared entry with this formula, charge and spin ... 96.26 kcal per mole
SMILES ... CO.CO.CO.CO.CO.CO.CO.CO.CO.CO

Atom charges from the Löwdin analysis, given in e for atoms 1 to 4:
1. C -0.1485
2. O -0.1232
3. H 0.0622
4. H 0.0613

Entry 3:
Below is a 2-piece molecular cluster, C2H8S4 overall in a non-equilibrium geometry, with properties calculated with ωB97M-V with the def2-TZVPD basis set.

The geometry in XYZ format:
```
14
Properties=species:S:1:pos:R:3
C 3.39620 -1.40070 -1.72033
S 1.70428 -0.82325 -2.04959
S 1.51409 0.84912 -0.87436
H 3.53832 -2.16840 -2.47826
H 3.49543 -1.81543 -0.72056
H 4.07932 -0.56273 -1.82211
H 1.01440 0.25446 0.22579
C -2.00018 -1.41266 2.04675
S -1.40529 0.31628 2.07971
S -2.48194 1.07326 0.57102
H -3.07411 -1.48139 2.20775
H -1.39909 -2.10272 2.62526
H -1.86845 -1.54858 0.96964
H -1.80084 2.23157 0.69261
```

Results
⟨S²⟩ ... 0.75
Total charge ... +1
Multiplicity ... 2
ΔE to the lowest compared entry with this formula, charge and spin ... 6.11 kcal per mole

Atom charges from the Löwdin analysis, given in e for atoms 1 to 4:
1. C -0.4582
2. S 0.3606
3. S 0.2886
4. H 0.0328

Q: Which total energy values were calculated for the entries above? A: -563411.80983 -31488.97466 -45536.10887, in eV.